ORCA calculation (the ωB97M-V functional and the def2-TZVPD basis) on 2 unconnected molecules or ions with the total composition C4H6O2.

Last column: natural (NBO) charge in e.
CARTESIAN COORDINATES (ANGSTROEM)
O (-1.158, 1.124, 1.543)  -0.494
C (-0.735, 0.315, 0.766)  0.614
C (0.273, -0.838, 0.889)  -0.650
C (0.045, -1.080, -0.610)  0.612
O (0.500, -1.862, -1.397)  -0.492
C (-0.983, 0.057, -0.728)  -0.650
H (-0.043, -1.661, 1.540)  0.264
H (1.289, -0.537, 1.166)  0.265
H (-0.699, 0.877, -1.396)  0.265
H (-1.999, -0.270, -0.979)  0.264
H (1.596, 2.031, -0.137)  0.006
H (1.914, 1.564, -0.621)  -0.006

Its largest force on an atom is 0.60 eV/A. Its total charge is 0. As for the energy: -306.4234 Eh. For the energy above the lowest of the compared OMol25 structures with the same formula, charge and spin, the calculation gives 52.0 kcal per mole. As for the structure (SMILES): O=C1CC(=O)C1.[H][H]. As for the HOMO-LUMO gap: 10.021 eV.